C6H14O2 | ωB97M-V/def2-TZVPD

Each line ends with the Löwdin charge.
Cartesian coordinates (Å):
C1 -1.805 -0.139 1.290  -0.060
C2 -1.056 -1.373 1.747  -0.491
C3 -0.010 -1.804 0.726  -0.062
O1 -2.041 -2.411 1.904  -0.069
H1 -2.582 0.101 2.020  0.080
H2 -2.269 -0.263 0.315  0.083
H3 -1.117 0.709 1.312  0.076
H4 -0.623 -1.212 2.740  0.132
H5 0.693 -0.999 0.531  0.059
H6 -0.582 -1.965 -0.191  0.081
H7 0.531 -2.704 1.015  0.079
H8 -1.616 -3.275 1.822  0.082
C4 2.217 3.087 -1.111  0.008
C5 1.477 2.006 -0.887  -0.163
C6 0.715 1.324 -1.971  -0.263
O2 0.867 -0.090 -1.792  -0.089
H9 2.840 3.468 -0.312  0.053
H10 2.306 3.543 -2.087  0.059
H11 1.456 1.522 0.082  0.097
H12 -0.356 1.552 -1.915  0.117
H13 1.089 1.612 -2.956  0.114
H14 0.329 -0.561 -2.421  0.078

Output
LUMO	0.9	eV
energy above the lowest of the compared OMol25 structures with the same formula, charge and spin	43.0	kcal per mole
orbital gap	10.740	eV
maximum force	0.018	Eh/bohr
SMILES	CC(C)O.C=CCO

***

C10H14N2O2 | ωB97M-V/def2-TZVPD

Each line ends with the Löwdin charge.
Cartesian coordinates (Å):
C1 0.714 2.179 -2.689  -0.032
C2 1.546 2.281 -1.550  -0.060
C3 0.095 0.907 -2.944  -0.023
C4 1.759 1.181 -0.750  -0.085
C5 0.435 -0.143 -2.067  -0.058
C6 1.241 -0.008 -1.007  -0.344
C7 -1.386 -1.038 2.889  -0.082
C8 -1.286 0.987 1.163  -0.020
C9 1.510 -1.183 -0.184  0.141
C10 -0.552 -0.275 1.789  -0.359
N1 -0.173 -1.374 0.884  0.020
N2 -0.963 -2.104 0.151  -0.491
O1 -0.442 -2.932 -0.550  0.011
O2 -2.148 -1.975 0.390  0.047
H1 0.471 3.009 -3.275  0.078
H2 2.068 3.176 -1.343  0.092
H3 -0.547 0.651 -3.775  0.101
H4 2.678 1.244 -0.148  0.133
H5 0.206 -1.174 -2.423  0.135
H6 -2.418 -1.141 2.479  0.078
H7 -0.784 -1.966 3.110  0.099
H8 -1.435 -0.482 3.796  0.052
H9 -2.118 0.958 1.921  0.087
H10 -1.680 0.788 0.197  0.056
H11 -0.574 1.769 1.217  0.048
H12 1.272 -2.217 -0.495  0.080
H13 2.149 -1.164 0.809  0.144
H14 0.363 0.048 2.406  0.149

Output
LUMO	-0.3	eV
energy above the lowest of the compared OMol25 structures with the same formula, charge and spin	127.4	kcal per mole
orbital gap	8.963	eV
maximum force	0.120	Eh/bohr

***

C40H32CaN8O3S3 | ωB97M-V/def2-TZVPD

Each line ends with the Löwdin charge.
Cartesian coordinates (Å):
Ca1 -0.704 0.093 -1.097  1.298
C1 -4.172 -3.267 -1.523  -0.026
C2 -3.093 -2.330 -1.035  -0.550
O1 -1.924 -2.535 -1.294  0.011
C3 -3.569 -1.109 -0.274  -0.653
C4 -2.628 0.755 1.231  -0.417
C5 -3.753 1.681 1.569  -0.062
N1 -1.453 1.151 0.982  -0.066
N2 -1.029 2.442 1.248  0.072
C6 -0.118 2.811 0.368  -0.486
O2 0.111 2.262 -0.758  -0.161
C7 0.757 3.941 0.853  -0.135
C8 0.501 4.636 2.036  -0.045
C9 1.371 5.625 2.474  -0.110
C10 2.517 5.932 1.741  -0.127
C11 2.769 5.251 0.559  -0.100
C12 1.886 4.269 0.114  -0.033
H1 -3.740 -4.016 -2.185  0.076
H2 -4.944 -2.696 -2.042  0.076
H3 -4.628 -3.753 -0.654  0.081
H4 -4.621 -1.218 -0.033  0.043
H5 -4.671 1.149 1.798  0.040
H6 -3.916 2.339 0.712  0.070
H7 -3.474 2.303 2.425  0.073
H8 -0.385 4.374 2.601  0.096
H9 1.161 6.156 3.396  0.087
H10 3.203 6.695 2.093  0.084
H11 3.656 5.480 -0.022  0.091
H12 2.059 3.740 -0.817  0.099
C13 0.550 -2.303 2.701  -0.065
C14 0.622 -1.827 1.282  -0.271
N3 -0.464 -1.329 0.718  -0.101
N4 -1.581 -1.512 1.392  -0.091
C15 -2.779 -0.787 1.058  -0.606
S1 -3.458 0.160 -1.623  0.460
S2 -4.020 -1.416 2.369  0.938
C16 -2.939 -2.021 3.685  -0.448
C17 -2.581 -0.999 4.731  -0.274
C18 -1.856 0.140 4.371  -0.038
C19 -1.517 1.093 5.320  -0.074
C20 -1.898 0.931 6.651  -0.119
C21 -2.614 -0.199 7.021  -0.117
C22 -2.948 -1.157 6.065  -0.065
C23 1.873 -2.042 0.529  -0.086
C24 2.857 -2.886 1.073  -0.057
C25 4.046 -3.191 0.422  -0.122
C26 4.303 -2.673 -0.838  -0.106
C27 3.357 -1.840 -1.418  -0.012
C28 2.192 -1.528 -0.744  -0.187
O3 1.271 -0.661 -1.329  -0.237
H13 -0.193 -1.702 3.225  0.042
H14 1.512 -2.181 3.206  0.066
H15 0.241 -3.356 2.796  0.086
H16 -2.052 -2.337 3.126  0.034
H17 -3.429 -2.889 4.124  0.063
H18 -1.556 0.273 3.333  0.096
H19 -0.952 1.967 5.015  0.101
H20 -1.640 1.681 7.389  0.086
H21 -2.918 -0.337 8.054  0.086
H22 -3.507 -2.042 6.357  0.099
H23 2.676 -3.335 2.040  0.086
H24 4.765 -3.844 0.906  0.085
H25 5.216 -2.911 -1.372  0.090
H26 3.533 -1.416 -2.400  0.105
S3 3.850 -0.479 -7.865  0.892
N5 4.267 0.076 -6.400  -0.238
C29 3.203 -0.040 -5.638  -0.291
C30 3.117 0.373 -4.229  -0.159
C31 4.136 1.025 -3.604  -0.076
C32 3.937 1.449 -2.232  -0.086
C33 2.819 1.138 -1.571  -0.111
N6 1.757 0.451 -2.193  -0.039
C34 1.865 0.113 -3.585  -0.126
C35 0.743 -0.410 -4.245  -0.139
N7 -0.435 -0.600 -3.542  0.049
C36 -1.460 -1.161 -4.174  -0.164
C37 -1.451 -1.588 -5.500  -0.085
C38 -0.287 -1.393 -6.222  -0.047
C39 0.810 -0.809 -5.622  -0.120
C40 2.062 -0.603 -6.321  -0.309
N8 2.305 -0.892 -7.583  -0.249
H27 5.053 1.235 -4.137  0.084
H28 4.690 2.041 -1.724  0.095
H29 2.644 1.391 -0.535  0.121
H30 -2.365 -1.260 -3.584  0.038
H31 -2.330 -2.051 -5.930  0.084
H32 -0.207 -1.691 -7.262  0.104

Output
LUMO	3.9	eV
energy above the lowest of the compared OMol25 structures with the same formula, charge and spin	114.6	kcal per mole
orbital gap	4.901	eV
maximum force	0.052	Eh/bohr
net charge	-2

***

C6H9NO | ωB97M-V/def2-TZVPD

Each line ends with the Löwdin charge.
Cartesian coordinates (Å):
C1 2.060 -0.637 -0.028  -0.012
C2 0.645 0.095 0.084  -0.571
C3 -0.377 -0.446 -0.942  -0.237
C4 -0.330 -0.295 0.936  -0.304
C5 -1.627 0.521 0.584  -0.019
C6 -1.399 0.628 -0.711  -0.062
H1 2.192 -1.905 -0.472  0.166
H2 2.415 -0.829 1.025  0.056
H3 2.691 0.388 -0.690  0.142
H4 2.247 1.570 -0.164  0.220
H5 -0.301 -0.657 -1.960  0.127
H6 -1.667 -1.678 -0.036  0.081
H7 0.042 -0.374 2.043  0.180
H8 -2.082 1.090 1.543  0.157
H9 -2.164 1.046 -1.386  0.115
N1 -0.754 -1.398 0.067  0.083
O1 1.010 1.491 0.012  -0.123

Output
LUMO	0.5	eV
energy above the lowest of the compared OMol25 structures with the same formula, charge and spin	198.0	kcal per mole
orbital gap	8.712	eV
maximum force	0.202	Eh/bohr